Molecular formula: C26H33N2OS
Method: DFT, wB97M-V/def2-TZVPD

Calculated values
Electronic energy   -43351.39609 eV
Max |F|   3.69 eV Å⁻¹
Relative energy (zero: lowest compared OMol25 entry of this formula, charge and spin)   1.877 eV
HOMO   -10.8 eV
Total charge   +1
LUMO energy   -3.641 eV
Gap between HOMO and LUMO   7.20 eV

Last column: natural (NBO) charge in e.
Positions of all 63 atoms, in Å:
1 C -2.46430 -0.84173 -1.81815  -0.263
2 O -1.39870 -1.30392 -0.98360  -0.551
3 C -0.19604 -0.54679 -0.75987  0.142
4 C 0.47624 -0.45198 -2.15654  0.034
5 C -0.23645 -0.00067 -3.26907  -0.245
6 C 0.19826 -0.31792 -4.55983  -0.213
7 C 1.46654 -0.87310 -4.74828  -0.195
8 C 2.29978 -1.07142 -3.64501  -0.197
9 C 1.81036 -0.80505 -2.36434  -0.247
10 C -0.63140 0.88163 -0.37975  0.143
11 N 0.01462 2.02075 -0.79237  -0.316
12 C 1.35070 2.09231 -1.38454  -0.424
13 C -0.73748 3.17486 -0.65147  0.158
14 C -0.28376 4.44298 -1.28413  -0.661
15 C -1.84968 2.96413 0.09180  -0.185
16 C -2.75855 3.96576 0.69655  -0.650
17 S -2.19632 1.28935 0.19955  0.621
18 H -3.37182 -1.28191 -1.37930  0.211
19 H -2.57104 0.26415 -1.78941  0.163
20 H -2.33037 -1.20423 -2.84648  0.207
21 H -1.13484 0.60691 -3.15241  0.212
22 H -0.47121 -0.13017 -5.40518  0.231
23 H 1.81369 -1.13134 -5.74875  0.232
24 H 3.32114 -1.44687 -3.74902  0.230
25 H 2.49850 -0.75995 -1.52459  0.236
26 H 1.72934 3.10698 -1.24894  0.234
27 H 2.06396 1.41912 -0.89790  0.248
28 H 1.30612 1.91498 -2.46736  0.246
29 H -1.05941 5.20070 -1.13620  0.248
30 H 0.64281 4.84680 -0.85711  0.242
31 H -0.13654 4.35318 -2.37196  0.248
32 H -2.47093 4.97842 0.40061  0.242
33 H -3.80357 3.80162 0.40609  0.244
34 H -2.70870 3.90721 1.79303  0.249
35 C -2.38900 -1.76313 3.54749  -0.399
36 C -2.05451 -2.97185 2.66522  -0.412
37 C -1.61304 -2.50924 1.28479  -0.194
38 N -0.46838 -1.59579 1.45237  -0.479
39 C 0.45233 -1.38568 0.29037  -0.024
40 C 1.87395 -1.16828 0.93953  -0.060
41 C 2.06140 -0.77023 2.28247  -0.141
42 C 3.34470 -0.65812 2.84738  -0.232
43 C 4.47823 -0.94779 2.07477  -0.199
44 C 4.30380 -1.48721 0.80369  -0.210
45 C 3.01241 -1.73006 0.32531  -0.230
46 C -0.88830 -0.41174 2.12891  -0.232
47 C -1.23838 -0.75635 3.57618  -0.399
48 H -3.28937 -1.26350 3.16141  0.191
49 H -2.60743 -2.09399 4.56624  0.223
50 H -1.25530 -3.57167 3.12223  0.210
51 H -2.92230 -3.63161 2.56790  0.217
52 H -1.31525 -3.34372 0.63714  0.215
53 H -2.46264 -1.98960 0.80025  0.162
54 H 0.50211 -2.39562 -0.15777  0.245
55 H 1.20738 -0.65770 2.94147  0.210
56 H 3.43357 -0.36000 3.89374  0.225
57 H 5.47590 -0.80313 2.48838  0.227
58 H 5.16600 -1.75305 0.18359  0.225
59 H 2.88068 -2.39764 -0.53140  0.222
60 H -0.16258 0.40729 2.05121  0.203
61 H -1.83483 -0.04532 1.64626  0.147
62 H -1.51115 0.16687 4.10712  0.208
63 H -0.36097 -1.17695 4.08767  0.208

=====

Molecular formula: C22H35NO16S
Method: DFT, wB97M-V/def2-TZVPD

Calculated values
Electronic energy   -68464.67346 eV
Max |F|   1.35 eV Å⁻¹
HOMO   -9.4 eV
LUMO energy   0.328 eV
Gap between HOMO and LUMO   9.76 eV

Last column: Löwdin charge in e.
Positions of all 75 atoms, in Å:
1 N 2.61404 3.82580 -1.19723  0.101
2 C 2.91761 2.59588 -1.16453  -0.202
3 C 2.54145 1.70401 -2.36321  -0.232
4 O 1.08817 1.68028 -2.47542  -0.319
5 S 0.58593 0.09727 -2.42526  0.947
6 O -0.21568 -0.07888 -3.60513  -0.348
7 O -0.35562 0.09763 -1.07438  -0.336
8 C -1.39127 -0.89576 -1.11399  -0.160
9 C -2.67032 -0.45724 -1.84812  -0.319
10 O -3.26504 -1.30156 -2.49499  0.099
11 C -3.19242 0.95490 -1.83809  -0.162
12 C -3.75976 1.40399 -3.00445  -0.025
13 C -4.30372 2.67775 -3.08747  -0.073
14 C -4.27909 3.49921 -1.98258  -0.069
15 C -3.66892 3.05640 -0.78895  -0.066
16 C -3.13267 1.79253 -0.72769  -0.035
17 H 2.11090 4.02365 -2.06663  0.053
18 H 3.44680 2.18350 -0.29796  0.106
19 H 2.92535 0.68400 -2.23549  0.087
20 H 2.90316 2.16229 -3.29170  0.125
21 H -1.66771 -1.07842 -0.06423  0.138
22 H -1.05472 -1.83393 -1.57045  0.129
23 H -3.81495 0.75693 -3.87794  0.127
24 H -4.74300 2.98643 -4.03318  0.109
25 H -4.72470 4.49141 -2.02733  0.105
26 H -3.61281 3.68705 0.09515  0.105
27 H -2.67370 1.40291 0.18128  0.119
28 C -2.87528 7.93379 -0.00033  -0.040
29 O -4.12218 7.24129 0.10093  -0.005
30 C -5.05361 7.92140 0.77348  -0.625
31 O -4.91582 9.00810 1.26750  0.127
32 O -6.16411 7.18281 0.80096  0.001
33 C -7.25470 7.79068 1.49434  -0.041
34 H -2.19921 7.29456 -0.56260  0.093
35 H -2.99921 8.87279 -0.53739  0.098
36 H -2.45191 8.11063 0.98705  0.098
37 H -7.54320 8.72447 1.01408  0.098
38 H -6.99868 7.96235 2.53876  0.098
39 H -8.09072 7.09782 1.44662  0.093
40 C 7.26680 -0.34326 2.05315  -0.040
41 O 8.09098 0.40237 1.15638  0.009
42 C 7.51276 0.69083 -0.00838  -0.624
43 O 6.39763 0.38061 -0.33978  0.110
44 O 8.38289 1.38197 -0.74282  0.009
45 C 7.89406 1.76321 -2.02927  -0.039
46 H 7.84729 -0.51228 2.95610  0.094
47 H 6.37113 0.22021 2.31100  0.097
48 H 7.00056 -1.30650 1.62027  0.097
49 H 7.02351 2.41094 -1.93343  0.095
50 H 7.65239 0.88407 -2.62501  0.098
51 H 8.68925 2.31476 -2.52353  0.094
52 C -1.07036 -4.85065 4.24808  -0.020
53 O -0.37802 -4.59501 3.02257  -0.062
54 C 0.18888 -3.38776 2.95465  -0.611
55 O 0.15984 -2.54296 3.80757  0.138
56 O 0.79308 -3.28634 1.76898  0.003
57 C 1.45030 -2.03671 1.54997  -0.033
58 H -1.48181 -5.85476 4.17933  0.095
59 H -0.38491 -4.80884 5.09276  0.102
60 H -1.88732 -4.14360 4.38286  0.102
61 H 2.23880 -1.88187 2.28480  0.099
62 H 0.73404 -1.21643 1.57774  0.093
63 H 1.90036 -2.07315 0.56082  0.094
64 C 0.57079 -10.64890 -0.36370  -0.045
65 O 0.28660 -9.27359 -0.61735  0.003
66 C -0.02725 -8.56948 0.47306  -0.623
67 O -0.08255 -8.99866 1.59637  0.121
68 O -0.26706 -7.31519 0.10179  0.018
69 C -0.61784 -6.43974 1.18134  -0.042
70 H 0.80932 -11.10842 -1.31949  0.092
71 H 1.42938 -10.74884 0.29893  0.097
72 H -0.29824 -11.14981 0.06056  0.097
73 H 0.19064 -6.37936 1.89672  0.093
74 H -1.53482 -6.78003 1.66311  0.103
75 H -0.78975 -5.45560 0.76039  0.092

=====

Molecular formula: C4H8NO2
Method: DFT, wB97M-V/def2-TZVPD

Calculated values
Electronic energy   -9862.24784 eV
Max |F|   2.24 eV Å⁻¹
Relative energy (zero: lowest compared OMol25 entry of this formula, charge and spin)   2.539 eV
HOMO   -2.6 eV
Total charge   -1
LUMO energy   3.734 eV
Gap between HOMO and LUMO   6.31 eV

Last column: natural (NBO) charge in e.
Positions of all 15 atoms, in Å:
1 C -0.87454 0.94642 -1.36387  -0.416
2 N -0.08682 -0.01868 -0.55542  -0.424
3 C 0.24447 -1.14402 -1.20374  0.520
4 O -0.07553 -1.38649 -2.37021  -0.692
5 C 0.46543 0.51297 0.67629  -0.273
6 C 0.33521 -0.49839 1.86497  -0.001
7 O 0.79941 0.00015 3.01560  -0.951
8 H -1.47879 0.49936 -2.14093  0.221
9 H -1.53404 1.26657 -0.55450  0.198
10 H -0.27323 1.75149 -1.78533  0.182
11 H 0.76203 -1.93348 -0.64559  0.128
12 H 1.54510 0.72098 0.65497  0.179
13 H 0.06265 1.48149 0.95043  0.196
14 H 0.87734 -1.44459 1.60691  0.076
15 H -0.76867 -0.75379 1.85043  0.056

=====

Molecular formula: C3H5N3
Method: DFT, wB97M-V/def2-TZVPD

Calculated values
Electronic energy   -7656.99021 eV
Max |F|   1.00 eV Å⁻¹
Relative energy (zero: lowest compared OMol25 entry of this formula, charge and spin)   5.465 eV
HOMO   -7.7 eV
LUMO energy   0.740 eV
Gap between HOMO and LUMO   8.39 eV

Last column: natural (NBO) charge in e.
Positions of all 11 atoms, in Å:
1 N 0.63782 1.35190 1.22359  -0.788
2 C -0.00893 0.56229 0.35790  0.373
3 N -1.18832 0.70081 -0.15725  -0.386
4 N -0.86314 -0.47757 -1.07603  -0.260
5 C -0.50149 -1.76348 -0.54069  -0.361
6 C 0.48049 -0.70478 -0.31265  -0.178
7 H 1.61097 1.19271 1.42002  0.403
8 H 0.20560 2.20166 1.54489  0.407
9 H -0.73051 -0.17263 -2.02909  0.404
10 H -1.16092 -2.11662 0.24319  0.176
11 H 1.51842 -0.77430 -0.67387  0.210

=====

Molecular formula: C16H23NO4S
Method: DFT, wB97M-V/def2-TZVPD

Calculated values
Electronic energy   -37480.98515 eV
Max |F|   0.94 eV Å⁻¹
Relative energy (zero: lowest compared OMol25 entry of this formula, charge and spin)   0.450 eV
HOMO   -8.8 eV
LUMO energy   0.775 eV
Gap between HOMO and LUMO   9.61 eV

Last column: natural (NBO) charge in e.
Positions of all 45 atoms, in Å:
1 C -6.87654 -1.30382 -0.49308  -0.627
2 C -5.54288 -0.80613 -0.02508  -0.011
3 C -4.40464 -1.59378 -0.14171  -0.209
4 C -3.17827 -1.13894 0.30791  -0.233
5 C -3.06404 0.11724 0.89462  0.010
6 C -1.74036 0.62797 1.32582  -0.676
7 S -1.14822 1.85357 0.09676  2.141
8 O -2.06916 2.96035 0.07596  -0.955
9 O 0.22752 2.16950 0.40046  -0.964
10 C -1.20909 1.04780 -1.55428  -0.639
11 C 0.20890 0.74777 -1.99309  -0.503
12 C 0.88887 -0.08017 -0.90716  0.709
13 O 0.28930 -0.94224 -0.28863  -0.681
14 N 2.18968 0.18133 -0.72649  -0.600
15 C 2.97666 -0.42865 0.31739  -0.245
16 C 4.39159 -0.71098 -0.20557  0.089
17 C 5.30759 -1.29217 0.89120  -0.432
18 C 6.51802 -0.35451 0.88792  -0.427
19 C 5.91323 0.92882 0.32059  -0.069
20 O 4.99508 0.49358 -0.66020  -0.537
21 C -4.20055 0.91000 1.01164  -0.196
22 C -5.42169 0.45143 0.55598  -0.215
23 H -7.43545 -1.71661 0.34744  0.221
24 H -7.46409 -0.49321 -0.91849  0.218
25 H -6.76081 -2.08661 -1.23879  0.215
26 H -4.47829 -2.57388 -0.59128  0.208
27 H -2.29792 -1.75777 0.20897  0.231
28 H -0.97659 -0.14292 1.35348  0.275
29 H -1.77574 1.18351 2.25968  0.251
30 H -1.72407 1.74077 -2.21209  0.255
31 H -1.79270 0.14097 -1.42479  0.260
32 H 0.75618 1.67637 -2.14937  0.227
33 H 0.20482 0.17288 -2.92309  0.241
34 H 2.62462 0.97071 -1.17853  0.411
35 H 3.02965 0.24561 1.18074  0.194
36 H 2.48039 -1.35426 0.61534  0.233
37 H 4.32039 -1.36915 -1.07928  0.188
38 H 5.58270 -2.32310 0.68254  0.222
39 H 4.79805 -1.25810 1.85423  0.206
40 H 6.94819 -0.21248 1.87600  0.217
41 H 7.28842 -0.72796 0.21327  0.206
42 H 6.63725 1.57891 -0.17119  0.196
43 H 5.39675 1.49606 1.10820  0.160
44 H -4.11596 1.89414 1.44549  0.225
45 H -6.29676 1.07813 0.65055  0.210

=====

Molecular formula: C7H14N2
Method: DFT, wB97M-V/def2-TZVPD

Calculated values
Electronic energy   -10464.69217 eV
Max |F|   5.97 eV Å⁻¹
Relative energy (zero: lowest compared OMol25 entry of this formula, charge and spin)   1.675 eV
HOMO   -8.3 eV
LUMO energy   0.879 eV
Gap between HOMO and LUMO   9.20 eV

Last column: natural (NBO) charge in e.
Positions of all 23 atoms, in Å:
1 C 2.54301 -1.33979 0.76552  -0.632
2 C 2.04947 -1.81211 -0.61255  0.108
3 C 2.55799 -1.25548 -1.79313  -0.115
4 N 2.04739 -2.03520 -2.79780  -0.538
5 C 1.16295 -2.96292 -2.19228  0.161
6 N 1.08821 -2.76986 -0.92507  -0.456
7 H 2.08520 -1.89227 1.51856  0.226
8 H 2.41073 -0.29674 0.91115  0.216
9 H 3.63363 -1.56713 0.66914  0.218
10 H 3.19794 -0.51043 -1.91475  0.200
11 H 2.10619 -1.79470 -3.79820  0.415
12 H 0.92546 -3.82342 -2.82975  0.197
13 C -1.92122 3.26250 1.44095  -0.604
14 C -1.81550 1.64724 1.26237  -0.393
15 C -3.17471 0.99407 0.85227  -0.616
16 H -2.61491 3.66980 2.05697  0.200
17 H -2.09490 3.76890 0.46590  0.199
18 H -0.86185 3.66912 1.65897  0.201
19 H -1.03080 1.36911 0.56576  0.202
20 H -1.55121 1.20567 2.17108  0.196
21 H -3.23933 0.75511 -0.16383  0.207
22 H -3.47823 0.09985 1.50626  0.206
23 H -4.02550 1.61867 1.18244  0.202